[1]
Computed, not measured: a cluster of 5 separate species, C34H38Cl2F4NO in total, with the ωB97M-V functional and the def2-TZVPD basis.

Calculated values
Highest occupied orbital energy = -11.089 eV
Multiplicity = 1
Charge = +1
Frontier orbital gap = 0.2586 hartree

XYZ file:
```
80
C34H38Cl2F4NO the ωB97M-V functional and the def2-TZVPD basis
H -1.538 2.587 -8.397
C -3.364 2.843 5.973
C -0.402 0.771 -8.311
H 3.742 -0.670 -5.867
O 0.838 1.837 -1.050
C 3.244 -2.177 0.590
H 3.609 -2.916 -2.217
H 7.369 -1.656 -3.794
C 5.634 -1.090 -4.949
H -4.890 2.431 3.193
H 0.778 -0.992 -7.912
N -0.397 -2.880 -0.218
H -0.085 1.452 -4.524
H 0.155 1.293 -1.474
H 1.789 1.927 0.701
H -0.264 1.649 1.621
C -0.992 1.902 -7.763
C 4.249 -1.139 -5.035
H 5.120 -2.586 1.596
H 2.442 -1.827 -4.116
C 0.305 -0.108 -7.504
H -6.847 1.504 1.998
C -0.880 2.154 -6.403
C -0.969 -3.282 1.091
C -4.901 1.393 2.890
F -2.770 -1.529 3.054
H -3.685 1.810 5.962
C -5.998 0.871 2.217
H 4.770 -0.858 1.310
C 0.506 -2.007 -0.088
C 6.291 -1.687 -3.882
H -4.619 5.912 6.651
C 4.719 -1.863 0.907
H 3.052 -1.712 -0.366
C -3.891 5.164 6.367
C -0.182 1.275 -5.587
H -0.952 -0.742 2.085
H -0.173 -2.638 2.999
C -3.815 0.581 3.179
H 0.503 -0.149 2.841
H 1.000 -1.621 -0.964
C 0.398 0.161 -6.155
H 1.822 0.330 -0.092
F 1.087 -0.699 -5.362
C -1.676 4.531 5.669
C 5.544 -2.332 -2.919
C 4.166 -2.397 -2.987
F 6.178 -2.920 -1.883
Cl 3.051 -3.950 0.507
H 6.207 -0.587 -5.715
H -4.904 -2.317 1.804
H -1.356 2.433 5.347
H -0.663 4.807 5.411
C -6.007 -0.461 1.827
C -4.257 3.833 6.331
H 0.831 -3.751 2.004
H -1.334 3.037 -5.976
H -1.827 -2.629 1.201
C -2.589 5.510 6.037
H -6.863 -0.869 1.308
H -1.259 -4.316 1.165
C -0.045 0.810 0.971
H -2.287 6.548 6.068
C 1.204 1.189 0.175
H -0.912 0.734 0.323
H -0.686 -3.238 -1.122
Cl 2.668 -2.195 3.271
C 3.516 -1.789 -4.055
C 2.345 -1.559 1.649
C 0.813 -1.636 1.310
C -3.843 -0.737 2.777
C 0.172 -2.899 2.016
C -4.918 -1.277 2.103
C -2.066 3.199 5.635
H 2.620 -0.517 1.699
F -5.516 3.489 6.653
H -2.953 0.966 3.709
C 0.062 -0.423 1.890
H 5.267 -1.869 -0.024
H -0.491 0.572 -9.371
```

---

[2]
Computed, not measured: a structure of composition C34H38CuN6O6P2, with the ωB97M-V functional and the def2-TZVPD basis.

Calculated values
Highest occupied orbital energy (spin up / spin down) = -8.363 / -8.363 eV
Multiplicity = 2
⟨S²⟩ = 0.7566
Energy above the lowest of the compared OMol25 structures with the same formula, charge and spin = 121.4 kJ/mol
Frontier orbital gap (spin up / spin down) = 0.2559 / 0.1923 hartree

XYZ file:
```
87
C34H38CuN6O6P2 the ωB97M-V functional and the def2-TZVPD basis
C -1.144 0.881 3.549
H -2.094 1.352 -5.210
H -2.040 0.101 -3.459
C -5.378 -2.312 -8.400
C -0.688 0.319 5.898
H 3.538 0.064 -5.578
N 0.387 -1.838 6.390
O -2.182 3.267 4.583
H 0.150 0.366 -4.679
H 0.318 0.919 -8.502
P -1.972 -0.690 -7.178
C -0.294 -1.292 4.079
C 4.738 1.184 -7.185
C -1.204 2.004 -0.912
C -2.167 3.267 -7.920
O 0.547 -1.455 7.569
H 1.574 -2.658 0.352
C 2.839 -3.453 -10.225
H 3.172 -3.685 -11.232
H 2.092 -3.817 -6.985
H 2.929 -5.397 -9.069
H 2.628 1.682 -1.758
H -1.734 2.144 0.038
H 2.353 -1.301 -10.387
C -1.179 1.201 4.940
H 0.432 3.160 -0.254
C 2.443 -2.195 -9.787
C 0.082 0.120 -3.610
C -0.256 -0.932 5.449
H 2.711 0.506 -9.750
Cu -0.051 -2.725 -0.503
C -4.335 -0.338 -8.815
H -6.240 -0.749 -9.797
H 0.312 2.895 -3.309
C 3.725 0.406 -6.602
N -1.694 2.470 5.407
C -0.647 -0.878 1.603
H 0.006 -0.974 -3.604
O -0.043 -0.065 0.862
C -0.708 -0.387 3.095
H -1.889 -0.008 -1.250
H 2.010 -0.437 -2.879
O -1.126 -2.024 1.224
C -1.208 0.731 -3.101
O 0.794 -2.950 5.994
H -0.663 3.978 -1.382
H 2.435 -2.475 -1.269
H 1.524 3.675 -2.233
H -6.085 -3.122 -8.413
C 1.692 1.598 -2.325
H -0.640 0.566 6.958
N 2.809 0.054 -7.600
C 0.374 -0.174 -8.699
C -0.150 3.027 -1.182
N 2.094 -2.260 -8.432
C -2.067 1.866 -6.154
C 1.697 -2.037 -0.576
P 1.389 -0.998 -7.334
C -4.198 -2.281 -7.663
C 4.439 1.305 -8.589
H -0.013 -2.307 3.795
H 5.039 1.770 -9.367
C -1.487 0.920 -1.649
H -2.212 4.155 -8.538
H -4.064 0.643 -9.165
H 5.613 1.559 -6.657
C 2.298 -3.577 -8.017
H -3.736 -2.989 -6.992
H -1.284 1.750 -3.469
C 3.256 0.612 -8.814
H -1.827 4.007 -5.806
H 0.847 -0.282 -9.693
C -2.000 3.200 -6.508
H -1.508 1.643 2.871
C 1.359 0.446 -2.908
O -1.628 2.724 6.631
H -0.913 -1.922 -8.977
N -3.569 -1.041 -7.868
C 2.729 -4.335 -9.104
H -2.389 1.644 -9.401
H -1.587 -0.369 -9.637
N -2.232 1.083 -7.299
H 2.024 -1.013 -0.297
C 0.842 2.823 -2.354
C -1.017 -0.829 -8.799
C -2.263 1.964 -8.378
C -5.466 -1.076 -9.125
```

---

What is the multiplicity in the first record?
1

---

What did the second record say?
Computed, not measured: a structure of composition C34H38CuN6O6P2, with the ωB97M-V functional and the def2-TZVPD basis.

Calculated values
Highest occupied orbital energy (spin up / spin down) = -8.363 / -8.363 eV
Multiplicity = 2
⟨S²⟩ = 0.7566
Energy above the lowest of the compared OMol25 structures with the same formula, charge and spin = 121.4 kJ/mol
Frontier orbital gap (spin up / spin down) = 0.2559 / 0.1923 hartree

XYZ file:
```
87
C34H38CuN6O6P2 the ωB97M-V functional and the def2-TZVPD basis
C -1.144 0.881 3.549
H -2.094 1.352 -5.210
H -2.040 0.101 -3.459
C -5.378 -2.312 -8.400
C -0.688 0.319 5.898
H 3.538 0.064 -5.578
N 0.387 -1.838 6.390
O -2.182 3.267 4.583
H 0.150 0.366 -4.679
H 0.318 0.919 -8.502
P -1.972 -0.690 -7.178
C -0.294 -1.292 4.079
C 4.738 1.184 -7.185
C -1.204 2.004 -0.912
C -2.167 3.267 -7.920
O 0.547 -1.455 7.569
H 1.574 -2.658 0.352
C 2.839 -3.453 -10.225
H 3.172 -3.685 -11.232
H 2.092 -3.817 -6.985
H 2.929 -5.397 -9.069
H 2.628 1.682 -1.758
H -1.734 2.144 0.038
H 2.353 -1.301 -10.387
C -1.179 1.201 4.940
H 0.432 3.160 -0.254
C 2.443 -2.195 -9.787
C 0.082 0.120 -3.610
C -0.256 -0.932 5.449
H 2.711 0.506 -9.750
Cu -0.051 -2.725 -0.503
C -4.335 -0.338 -8.815
H -6.240 -0.749 -9.797
H 0.312 2.895 -3.309
C 3.725 0.406 -6.602
N -1.694 2.470 5.407
C -0.647 -0.878 1.603
H 0.006 -0.974 -3.604
O -0.043 -0.065 0.862
C -0.708 -0.387 3.095
H -1.889 -0.008 -1.250
H 2.010 -0.437 -2.879
O -1.126 -2.024 1.224
C -1.208 0.731 -3.101
O 0.794 -2.950 5.994
H -0.663 3.978 -1.382
H 2.435 -2.475 -1.269
H 1.524 3.675 -2.233
H -6.085 -3.122 -8.413
C 1.692 1.598 -2.325
H -0.640 0.566 6.958
N 2.809 0.054 -7.600
C 0.374 -0.174 -8.699
C -0.150 3.027 -1.182
N 2.094 -2.260 -8.432
C -2.067 1.866 -6.154
C 1.697 -2.037 -0.576
P 1.389 -0.998 -7.334
C -4.198 -2.281 -7.663
C 4.439 1.305 -8.589
H -0.013 -2.307 3.795
H 5.039 1.770 -9.367
C -1.487 0.920 -1.649
H -2.212 4.155 -8.538
H -4.064 0.643 -9.165
H 5.613 1.559 -6.657
C 2.298 -3.577 -8.017
H -3.736 -2.989 -6.992
H -1.284 1.750 -3.469
C 3.256 0.612 -8.814
H -1.827 4.007 -5.806
H 0.847 -0.282 -9.693
C -2.000 3.200 -6.508
H -1.508 1.643 2.871
C 1.359 0.446 -2.908
O -1.628 2.724 6.631
H -0.913 -1.922 -8.977
N -3.569 -1.041 -7.868
C 2.729 -4.335 -9.104
H -2.389 1.644 -9.401
H -1.587 -0.369 -9.637
N -2.232 1.083 -7.299
H 2.024 -1.013 -0.297
C 0.842 2.823 -2.354
C -1.017 -0.829 -8.799
C -2.263 1.964 -8.378
C -5.466 -1.076 -9.125
```

---

Look up the multiplicity of the second one.
2

---

What is the formula in the second record?
C34H38CuN6O6P2